# 1
Below is a molecular structure, C47H53AuN3, with properties calculated with wB97M-V/def2-TZVPD.

**LUMO level (spin up / spin down)**: 0.9 / -1.1 eV
**Spin multiplicity**: 3
**Calculated total energy**: -2122.51515 hartree
**Total charge**: -1
**Orbital gap (spin up / spin down)**: 4.51 / 2.55 eV

Last column: Mulliken spin population.
Geometry (Å):
Au (-0.759, -5.560, 2.587)  0.000
C (-2.238, 3.025, 2.868)  0.007
C (-1.538, 3.509, 1.599)  0.047
C (-0.913, 4.885, 1.715)  0.006
C (-2.653, 3.499, 0.513)  0.046
C (-3.809, 4.141, 0.791)  -0.087
C (-5.024, 3.978, -0.006)  0.190
C (-4.993, 2.993, -0.962)  -0.087
C (-3.789, 2.422, -1.403)  0.177
C (-3.807, 1.510, -2.567)  0.023
C (-3.434, -0.029, -2.330)  0.016
C (-2.946, 2.080, -3.755)  0.028
C (-2.565, 2.684, -0.696)  0.094
N (-1.417, 2.018, -1.049)  0.668
C (-0.309, 2.725, -1.359)  0.337
C (1.032, 2.030, -1.288)  -0.098
N (1.094, 0.875, -0.580)  0.273
C (2.307, 0.193, -0.435)  -0.032
C (2.477, -1.076, -1.047)  0.005
C (3.751, -1.736, -0.960)  -0.002
C (4.640, -1.269, -0.059)  0.007
C (4.380, -0.144, 0.710)  -0.003
C (3.218, 0.656, 0.569)  0.023
C (3.022, 1.924, 1.420)  -0.005
C (2.235, 1.622, 2.709)  -0.001
C (4.418, 2.397, 1.857)  -0.001
C (1.478, -1.571, -2.024)  0.009
C (0.180, -2.094, -1.378)  0.001
C (1.169, -0.639, -3.230)  -0.012
C (1.984, 2.677, -2.107)  -0.004
C (3.290, 2.389, -2.538)  -0.017
C (3.819, 3.329, -3.435)  -0.001
C (3.147, 4.402, -3.995)  -0.013
C (1.872, 4.768, -3.483)  -0.077
C (0.981, 5.742, -4.018)  0.184
C (-0.357, 5.821, -3.610)  -0.081
C (-0.909, 4.861, -2.685)  0.182
C (-0.072, 3.875, -2.176)  0.115
C (1.264, 3.801, -2.654)  0.055
H (-1.592, 2.657, 3.690)  -0.001
H (-2.929, 2.300, 2.643)  0.000
H (-2.765, 3.853, 3.342)  0.001
H (-0.855, 2.753, 1.164)  -0.009
H (-1.238, 5.414, 2.637)  0.001
H (-1.173, 5.557, 0.843)  0.001
H (0.192, 4.856, 1.818)  -0.001
H (-3.857, 4.933, 1.519)  0.000
H (-5.905, 4.525, 0.290)  0.008
H (-5.902, 2.590, -1.422)  0.003
H (-4.830, 1.539, -2.945)  0.000
H (-2.407, -0.140, -1.806)  -0.002
H (-3.350, -0.601, -3.239)  -0.001
H (-4.162, -0.405, -1.638)  -0.004
H (-1.892, 1.818, -3.634)  -0.002
H (-3.033, 3.129, -3.830)  -0.006
H (-3.311, 1.697, -4.701)  -0.001
H (4.027, -2.648, -1.574)  0.000
H (5.658, -1.689, 0.103)  0.000
H (4.951, -0.009, 1.625)  0.001
H (2.546, 2.691, 0.814)  0.009
H (2.809, 0.941, 3.385)  0.000
H (1.252, 1.192, 2.449)  -0.001
H (2.072, 2.531, 3.380)  0.001
H (4.875, 1.540, 2.518)  0.000
H (4.364, 3.313, 2.372)  0.000
H (5.128, 2.444, 1.031)  0.000
H (1.927, -2.391, -2.500)  0.001
H (-0.376, -1.368, -0.738)  0.002
H (0.348, -3.079, -0.827)  0.000
H (-0.401, -2.348, -2.279)  -0.001
H (0.508, -1.149, -3.890)  0.000
H (2.031, -0.290, -3.810)  0.000
H (0.615, 0.291, -2.906)  0.013
H (3.848, 1.521, -2.199)  -0.001
H (4.743, 3.097, -3.963)  -0.001
H (3.498, 4.836, -4.951)  -0.002
H (1.469, 6.444, -4.732)  0.011
H (-1.044, 6.654, -3.920)  -0.003
H (-1.954, 4.960, -2.358)  0.016
C (-1.329, -3.817, 6.434)  0.000
C (-0.597, -4.336, 5.233)  0.000
C (0.819, -3.660, 5.155)  0.000
C (-1.414, -4.191, 4.010)  0.000
H (-0.624, -4.098, 7.227)  0.000
H (-2.346, -4.283, 6.644)  0.000
H (-1.493, -2.683, 6.489)  0.000
H (-0.322, -5.406, 5.414)  0.000
H (0.798, -2.671, 4.749)  0.000
H (1.387, -4.280, 4.438)  0.000
H (1.182, -3.657, 6.193)  0.000
H (-1.449, -3.183, 3.541)  0.000
H (-2.439, -4.589, 4.158)  0.000
N (0.047, -10.482, -2.774)  0.000
C (-0.271, -9.875, -1.816)  0.000
C (-0.467, -8.883, -0.820)  0.000
C (0.707, -8.471, -0.123)  0.000
C (0.518, -7.410, 0.768)  0.000
C (-0.731, -6.830, 0.933)  0.000
C (-1.893, -7.535, 0.524)  0.000
C (-1.736, -8.506, -0.462)  0.000
H (1.755, -8.764, -0.350)  0.000
H (1.307, -6.817, 1.184)  0.000
H (-2.907, -7.214, 0.817)  0.000
H (-2.611, -9.032, -0.840)  0.000

Cartesian forces (eV/Å) of the 6 atoms listed first:
-1.4 0.8 -1.4
2.0 1.5 1.5
-0.8 -0.8 -1.8
0.7 1.4 0.1
1.0 -0.5 -0.1
-2.5 1.3 -1.8

=====

# 2
Below is a single C6H5IO molecule, with properties calculated with wB97M-V/def2-TZVPD.

**Structure (SMILES)**: O=CC1=CCC=C1I
**LUMO level**: 0.0 eV
**Calculated total energy**: -604.49677 hartree
**Total charge**: 0
**Orbital gap**: 9.22 eV

Last column: natural (NBO) charge in e.
Geometry (Å):
O (0.635, -3.587, -0.093)  -0.502
C (1.264, -2.573, 0.079)  0.386
C (0.706, -1.239, 0.005)  -0.148
C (-0.541, -0.769, -0.032)  -0.090
C (-0.615, 0.719, -0.075)  -0.479
C (0.807, 1.191, -0.081)  -0.242
C (1.672, 0.192, -0.021)  -0.193
I (3.742, 0.159, -0.001)  0.198
H (2.347, -2.596, 0.317)  0.122
H (-1.428, -1.380, -0.012)  0.230
H (-1.159, 1.064, -0.959)  0.246
H (-1.153, 1.106, 0.796)  0.246
H (1.047, 2.239, -0.125)  0.226

Cartesian forces (eV/Å) of the 6 atoms listed first:
-0.1 -0.1 0.0
0.4 -0.4 0.1
1.8 4.1 -0.1
0.2 -0.3 0.0
0.1 0.0 0.0
0.1 0.2 0.0

=====

# 3
Below is 2 unconnected molecules or ions with the total composition C3H12N2OS, with properties calculated with wB97M-V/def2-TZVPD.

**LUMO level (spin up / spin down)**: -3.3 / -8.8 eV
**Spin multiplicity**: 2
**Calculated total energy**: -704.08738 hartree
**Total charge**: +1
**Orbital gap (spin up / spin down)**: 10.55 / 4.74 eV

Last column: natural (NBO) charge in e.
Geometry (Å):
N (0.262, -1.209, 0.487)  -0.681
C (-0.034, 0.059, -0.140)  -0.063
C (-0.607, -0.260, -1.568)  -0.577
S (0.674, -0.490, -2.767)  0.448
C (-1.144, 0.763, 0.692)  -0.211
N (-0.522, 1.522, 1.709)  -0.827
H (-0.176, -1.311, 1.396)  0.395
H (0.653, 0.734, -3.324)  0.151
H (1.261, -1.345, 0.608)  0.388
H (0.844, 0.697, -0.080)  0.233
H (-1.267, 0.545, -1.883)  0.268
H (-1.142, -1.197, -1.557)  0.279
H (-1.623, 1.469, -0.006)  0.185
H (-1.935, 0.083, 0.994)  0.228
H (-0.153, 2.384, 1.326)  0.376
H (-1.107, 1.810, 2.483)  0.406
H (0.705, -0.913, 3.313)  0.454
H (0.573, 0.666, 3.297)  0.486
O (0.474, -0.142, 3.825)  -0.940

Cartesian forces (eV/Å) of the 6 atoms listed first:
0.9 0.9 0.2
-0.3 -1.5 2.0
0.1 0.4 -1.2
-0.1 0.0 0.0
-0.7 1.2 -1.8
0.6 0.7 0.9

=====

# 4
Below is 2 unconnected molecules or ions with the total composition C3H11N3, with properties calculated with wB97M-V/def2-TZVPD.

**Structure (SMILES)**: [H]/N=C\N.CNC
**LUMO level**: 0.9 eV
**Calculated total energy**: -285.04727 hartree
**Total charge**: 0
**Orbital gap**: 9.57 eV

Last column: natural (NBO) charge in e.
Geometry (Å):
H (2.518, 0.766, -0.575)  0.327
N (1.523, 0.941, -0.431)  -0.742
C (0.767, 0.142, -1.095)  0.301
N (1.179, -0.794, -2.022)  -0.845
H (-0.293, 0.438, -1.223)  0.171
H (0.565, -1.058, -2.771)  0.396
H (2.161, -0.999, -2.086)  0.387
C (-0.117, -1.093, 0.919)  -0.521
N (-0.577, 0.482, 1.626)  -0.573
C (-1.710, 1.061, 0.995)  -0.419
H (0.759, -1.224, 1.547)  0.205
H (-0.963, -1.636, 1.339)  0.190
H (-0.022, -1.739, 0.042)  0.213
H (0.239, 1.049, 1.388)  0.375
H (-1.700, 2.154, 1.058)  0.203
H (-1.697, 0.875, -0.116)  0.146
H (-2.630, 0.636, 1.403)  0.186

Cartesian forces (eV/Å) of the 6 atoms listed first:
-0.1 -0.2 0.0
-0.5 -0.6 0.0
0.9 2.1 -2.0
-0.2 0.0 0.7
0.5 -0.7 0.5
0.1 -0.1 0.1